Record 1
Below is 2 unconnected molecules or ions with the total composition C2H7PSi, with properties calculated with ωB97M-V/def2-TZVPD.

Orbital gap = 8.259 eV
HOMO energy = -9.111 eV
Energy = -19348.6436 eV
M = 90.1 g mol⁻¹
Total charge = 0

Each line ends with the Löwdin charge.
Geometry (Å):
C -0.74 -0.74 -0.46  -0.437
C 0.61 -0.77 -0.24  -0.190
Si -1.85 0.55 0.22  0.562
P 2.76 0.13 1.03  0.681
H -1.04 -1.60 -1.16  0.080
H 2.41 1.38 0.85  -0.301
H 1.21 -1.53 -0.67  -0.034
H -1.47 0.97 1.62  -0.069
H -3.14 0.00 -0.05  -0.110
H -1.92 1.83 -0.69  -0.065
H 3.15 -0.20 -0.45  -0.119

***

Record 2
Below is a molecular structure, C22H27BF4MnN2O11P2S, with properties calculated with ωB97M-V/def2-TZVPD.

Orbital gap (spin up / spin down) = 6.961 / 7.337 eV
HOMO energy (spin up / spin down) = -3.080 / -3.456 eV
Energy = -121053.1959 eV
M = 731.2 g mol⁻¹
Multiplicity = 6
<S²> = 8.753
Total charge = -2

Each line ends with the Mulliken spin population.
Geometry (Å):
Mn 0.21 0.08 -0.25  4.628
O 0.01 -2.43 3.07  0.008
C 0.45 -1.62 2.25  0.016
O -0.24 -0.78 1.58  0.054
C 1.97 -1.58 2.03  -0.003
C 2.49 -0.13 1.90  0.021
C 3.99 -0.08 2.18  0.005
C 4.56 -0.74 0.90  0.003
C 3.28 -1.03 0.11  -0.004
O 2.45 0.08 0.47  0.016
C 2.53 -2.22 0.72  0.014
C 1.53 -2.75 -0.33  -0.003
O 1.64 -3.93 -0.69  0.004
O 0.73 -1.90 -0.84  0.063
H 2.41 -2.07 2.90  -0.001
H 1.87 0.63 2.39  -0.012
H 4.25 -0.61 3.10  -0.001
H 4.32 0.96 2.28  0.000
H 5.14 -1.64 1.10  -0.001
H 5.20 -0.04 0.35  0.000
H 3.39 -1.06 -0.97  -0.010
H 3.21 -3.04 0.95  0.001
N -1.49 3.25 0.72  -0.003
C -1.66 3.24 -0.78  -0.002
C -2.42 4.50 -1.19  0.001
P -2.60 1.72 -1.20  0.024
O -3.84 1.96 -0.14  0.002
O -3.10 1.77 -2.60  0.003
O -1.85 0.52 -0.69  0.029
P 0.10 3.23 -1.40  0.022
O -0.01 2.79 -2.93  0.004
O 0.60 4.61 -1.25  0.001
O 0.72 2.09 -0.61  0.069
H -2.36 3.02 1.20  0.000
H -1.16 4.16 1.07  0.000
H -0.76 2.60 1.05  0.010
H -3.35 4.60 -0.62  0.000
H -2.67 4.43 -2.24  0.000
H -1.78 5.37 -1.03  0.000
H -4.23 1.11 0.10  0.000
H 0.11 1.80 -3.00  0.001
F 0.24 2.36 2.60  0.010
B 0.24 3.45 3.51  -0.003
F 1.44 4.15 3.43  0.000
F -0.84 4.32 3.10  0.000
F 0.00 3.00 4.80  0.000
N 0.29 0.02 -3.04  0.023
S -1.03 -0.45 -3.79  0.004
C -1.13 0.39 -5.38  0.001
C -2.13 1.33 -5.53  0.001
C -2.18 2.08 -6.70  0.000
C -1.24 1.88 -7.70  0.000
C -0.23 0.94 -7.53  0.000
C -0.17 0.19 -6.37  0.000
C -0.80 -2.14 -4.37  -0.002
C -1.44 -2.63 -5.50  0.000
C -1.30 -3.97 -5.83  0.000
C -0.54 -4.81 -5.02  0.000
C 0.07 -4.31 -3.88  0.000
C -0.06 -2.97 -3.55  -0.001
H 1.13 -0.24 -3.55  0.001
H -2.81 1.51 -4.70  0.000
H -2.95 2.83 -6.82  0.000
H -1.28 2.47 -8.61  0.000
H 0.52 0.80 -8.31  0.000
H 0.62 -0.54 -6.22  0.000
H -2.04 -1.97 -6.12  0.000
H -1.79 -4.36 -6.71  0.000
H -0.44 -5.86 -5.28  0.000
H 0.65 -4.95 -3.22  0.000
H 0.38 -2.59 -2.62  0.007

***

Record 3
Below is a gas-phase ion, C19H35ClN2O8PS2 (charge -1), with properties calculated with ωB97M-V/def2-TZVPD.

Orbital gap = 7.028 eV
HOMO energy = -5.095 eV
Energy = -83102.1552 eV
M = 550.1 g mol⁻¹
Total charge = -1
SMILES string = [H]/N=C/C[C@@]1(CNC)OS(=O)(=O)[C@@](CCP(=O)(OCC)OCC)(C(=O)[O-])[C@@](C)(CCC)[C@@]1(S)Cl

Each line ends with the Löwdin charge.
Geometry (Å):
C -5.28 -2.30 2.49  -0.148
C -3.77 -1.68 2.78  -0.284
C -3.20 -1.05 1.39  -0.179
C -1.57 -0.68 1.37  -0.358
C -1.22 -0.45 2.99  -0.118
C -0.75 -1.94 0.71  -0.769
S 0.96 -1.99 1.58  0.718
Cl -1.43 -3.63 1.26  0.616
C -0.68 -2.04 -0.91  -0.441
C -1.80 -2.99 -1.64  -0.130
C -2.20 -2.50 -3.19  -0.144
N -1.82 -3.31 -4.26  0.017
C 0.78 -2.80 -1.25  -0.205
N 0.87 -3.24 -2.73  -0.150
C 2.07 -4.18 -2.87  -0.157
O -0.62 -0.81 -1.69  -0.258
S -1.68 0.41 -1.23  0.881
O -1.37 1.62 -2.19  -0.359
O -3.19 0.14 -1.51  -0.336
C -1.28 0.77 0.58  -0.266
C 0.27 1.26 0.62  -0.197
C 0.62 2.72 -0.01  -0.196
P 2.19 3.56 0.75  0.791
O 1.95 4.02 2.25  -0.359
O 2.44 5.02 -0.23  -0.281
C 3.13 4.69 -1.48  -0.319
C 2.50 5.54 -2.79  -0.112
O 3.63 2.59 0.56  -0.317
C 3.69 1.52 1.58  -0.281
C 5.19 1.69 2.31  -0.098
C -2.17 2.02 1.22  -0.388
O -3.35 2.43 0.70  -0.114
O -1.71 2.79 2.43  -0.226
H -5.37 -2.74 1.38  0.079
H -6.03 -1.40 2.62  0.083
H -5.61 -3.13 3.26  0.069
H -3.13 -2.54 3.26  0.077
H -3.92 -0.85 3.62  0.118
H -3.49 -1.83 0.53  0.090
H -3.89 -0.11 1.15  0.142
H -0.19 0.07 3.18  0.064
H -1.14 -1.49 3.57  0.088
H -2.01 0.29 3.51  0.111
H 1.90 -1.25 0.85  -0.118
H -1.41 -4.12 -1.75  0.128
H -2.83 -3.07 -1.10  0.092
H -2.82 -1.55 -3.45  0.113
H -2.13 -2.88 -5.16  0.018
H 0.93 -3.78 -0.65  0.118
H 1.70 -2.04 -1.17  0.121
H 1.01 -2.37 -3.32  0.108
H 2.82 -4.07 -1.96  0.085
H 2.69 -3.86 -3.84  0.089
H 1.76 -5.30 -3.06  0.086
H 0.90 0.47 -0.01  0.101
H 0.79 1.26 1.68  0.104
H -0.21 3.53 0.00  0.128
H 0.90 2.55 -1.15  0.100
H 4.25 5.08 -1.39  0.130
H 3.07 3.56 -1.80  0.109
H 2.54 6.70 -2.57  0.086
H 1.40 5.13 -2.94  0.087
H 3.18 5.22 -3.71  0.082
H 2.83 1.55 2.37  0.115
H 3.74 0.48 1.00  0.119
H 5.32 2.83 2.56  0.088
H 6.06 1.36 1.59  0.079
H 5.19 1.05 3.30  0.078

***

Record 4
Below is 2 unconnected molecules or ions with the total composition C4H11N2O, with properties calculated with ωB97M-V/def2-TZVPD.

Orbital gap = 10.179 eV
HOMO energy = -13.706 eV
Energy = -9344.2284 eV
M = 103.1 g mol⁻¹
Total charge = +1

Each line ends with the Löwdin charge.
Geometry (Å):
C 0.51 -0.09 -1.78  0.072
C 0.04 0.80 -0.74  -0.317
C 1.50 2.14 0.72  -0.040
C -1.34 -2.32 0.29  -0.107
N 0.25 1.75 0.16  0.093
N -0.91 -0.94 0.78  -0.036
O -0.81 0.45 -1.57  0.173
H 1.06 0.19 -2.78  0.180
H 0.52 -1.20 -1.54  0.133
H 1.88 1.57 1.62  0.116
H 2.37 1.95 0.10  0.096
H 1.31 3.18 1.09  0.126
H -2.13 -2.67 1.03  0.105
H -1.64 -2.40 -0.73  0.054
H -0.53 -3.03 0.39  0.066
H -0.52 2.31 0.35  0.153
H 0.01 -0.97 1.11  0.042
H -1.59 -0.72 1.50  0.092

***

Record 5
Below is C4H6N2O2 in the gas phase, with properties calculated with ωB97M-V/def2-TZVPD.

Orbital gap = 8.200 eV
HOMO energy = -7.955 eV
Energy = -11316.8388 eV
M = 114.1 g mol⁻¹
Total charge = 0
SMILES string = COc1c[nH]c(O)n1

Each line ends with the Löwdin charge.
Geometry (Å):
C 2.32 -0.93 0.05  -0.047
C 0.46 0.53 0.20  -0.493
C -0.33 1.60 0.19  -0.096
C -1.53 -0.30 -0.01  -0.362
H 3.33 -0.84 -0.10  0.032
H 2.04 -1.05 1.24  0.148
H 1.78 -1.64 -0.66  0.103
H 0.04 2.58 -0.35  0.158
H -2.41 1.72 -0.46  0.233
H -3.32 -1.07 0.01  0.183
N -1.60 1.06 0.05  0.048
N -0.19 -0.59 0.11  0.150
O 1.71 0.36 -0.24  -0.105
O -2.31 -1.44 -0.04  0.048

***

Record 6
Below is C6H6N2O2 in the gas phase, with properties calculated with ωB97M-V/def2-TZVPD.

Orbital gap = 10.233 eV
HOMO energy = -9.913 eV
Energy = -13389.2620 eV
M = 138.1 g mol⁻¹
Total charge = 0
SMILES string = C#C[C@@H]1N[C@@]1(C=O)C(N)=O

Each line ends with the Löwdin charge.
Geometry (Å):
O -1.99 0.42 1.44  0.096
C -0.99 -0.21 1.22  -0.166
C 0.06 0.20 0.22  -0.310
N 1.35 -0.42 0.45  0.113
C 0.60 -0.84 -0.72  -0.241
C 0.09 -2.19 -0.77  -0.077
C -0.33 -3.33 -0.83  0.134
C -0.02 1.60 -0.33  -0.488
N 0.16 2.67 0.43  0.128
H -0.77 -1.17 1.74  0.143
H 2.13 0.19 0.21  0.115
H 0.91 -0.44 -1.69  0.158
H -0.69 -4.34 -0.87  0.037
O -0.86 1.91 -1.23  -0.009
H 0.96 2.64 1.05  0.096
H -0.62 3.29 -0.33  0.272

***

Record 7
Below is a molecular structure, C24H31AsBF10N6O3S2Tm, with properties calculated with ωB97M-V/def2-TZVPD.

Orbital gap (spin up / spin down) = 7.248 / 5.565 eV
HOMO energy (spin up / spin down) = -11.348 / -11.342 eV
Energy = -180368.3671 eV
M = 960.3 g mol⁻¹
Multiplicity = 4
<S²> = 3.767
Total charge = +1

Each line ends with the Mulliken spin population.
Geometry (Å):
Tm -1.06 0.64 0.41  2.018
O 1.13 0.15 -0.02  0.005
S 2.56 -0.36 0.05  0.000
C 3.66 1.11 -0.11  0.000
C 2.93 2.43 0.16  0.000
C 2.70 3.24 -1.12  0.000
C 1.76 4.42 -0.89  0.000
S -0.02 3.95 -0.82  0.000
O -0.06 2.57 -0.19  -0.002
C -0.20 3.68 -2.59  0.000
C -0.70 4.72 -3.36  0.002
C -0.94 4.50 -4.71  -0.002
C -0.70 3.26 -5.27  0.003
C -0.18 2.23 -4.49  -0.002
C 0.07 2.44 -3.14  0.003
C 2.89 -0.76 1.77  0.000
C 2.75 0.17 2.79  0.000
C 2.94 -0.24 4.10  0.000
C 3.29 -1.56 4.38  0.000
C 3.46 -2.47 3.35  0.000
C 3.26 -2.07 2.03  0.000
H 4.06 1.06 -1.12  0.000
H 4.48 0.93 0.59  0.000
H 3.50 3.03 0.87  0.000
H 1.96 2.21 0.61  0.000
H 2.29 2.61 -1.91  0.001
H 3.66 3.62 -1.48  0.000
H 1.81 5.15 -1.69  0.000
H 1.99 4.92 0.06  0.000
H -0.92 5.68 -2.91  0.000
H -1.34 5.31 -5.32  0.000
H -0.91 3.08 -6.31  0.000
H 0.01 1.26 -4.93  0.001
H 0.46 1.65 -2.52  -0.001
H 2.48 1.19 2.58  0.000
H 2.81 0.46 4.91  0.000
H 3.42 -1.88 5.40  0.000
H 3.75 -3.49 3.56  0.000
H 3.38 -2.77 1.21  0.000
O -1.21 -0.01 -1.89  0.464
N -1.93 -0.05 -2.86  0.496
C -3.04 -0.64 -3.11  0.013
C -3.62 -0.43 -4.40  0.010
N -4.06 -0.26 -5.45  -0.028
C -3.70 -1.56 -2.22  0.033
N -4.19 -2.30 -1.50  -0.024
C -0.94 -3.57 3.03  0.000
N -1.61 -3.20 1.80  0.001
C -2.98 -2.73 1.89  0.000
C -0.90 -2.94 0.66  0.004
N -1.16 -1.89 -0.07  0.005
N 0.06 -3.86 0.33  0.000
C 0.00 -5.24 0.77  0.000
C 1.01 -3.60 -0.72  0.001
H -1.09 -2.80 3.79  0.000
H 0.13 -3.68 2.87  0.000
H -1.34 -4.51 3.42  0.000
H -3.37 -2.96 2.88  0.000
H -3.60 -3.22 1.13  0.000
H -3.07 -1.66 1.73  0.000
H -0.74 -1.98 -0.98  0.003
H -0.93 -5.44 1.28  0.000
H 0.84 -5.48 1.44  0.000
H 0.07 -5.90 -0.10  0.000
H 0.66 -3.99 -1.69  0.000
H 1.94 -4.11 -0.48  0.000
H 1.21 -2.54 -0.82  0.000
F -2.55 2.10 -1.16  0.001
As -3.78 1.92 0.15  0.000
F -4.21 3.56 -0.01  0.000
F -4.91 1.40 -1.02  0.000
F -4.78 1.58 1.47  0.000
F -3.14 0.20 0.23  0.000
F -2.40 2.35 1.22  0.000
F -0.03 -0.78 2.23  0.000
B -0.61 0.28 2.98  -0.006
F -0.38 0.21 4.29  0.000
F -1.98 0.22 2.60  0.001
F -0.10 1.46 2.34  0.001

***

Record 8
Below is a molecular structure, C30H54BF6N7S2Sb2Zn, with properties calculated with ωB97M-V/def2-TZVPD.

Orbital gap (spin up / spin down) = 8.180 / 5.820 eV
HOMO energy (spin up / spin down) = -10.834 / -10.834 eV
Energy = -142564.7500 eV
M = 1010.7 g mol⁻¹
Multiplicity = 2
<S²> = 0.753
Total charge = +1

Each line ends with the Mulliken spin population.
Geometry (Å):
Zn -0.52 0.32 -0.42  0.067
C 0.18 -2.89 1.23  -0.079
C -1.21 -2.39 1.03  0.013
C -2.43 -3.03 1.26  0.000
C -3.41 -2.13 0.89  -0.001
C -4.89 -2.30 0.89  0.000
N -2.80 -1.01 0.47  0.002
N -1.45 -1.17 0.56  -0.001
B -3.40 0.34 0.00  0.000
N -2.78 1.48 0.87  0.000
N -1.44 1.74 0.87  -0.005
C -1.24 2.79 1.65  0.000
C 0.11 3.38 1.85  -0.008
C -2.46 3.23 2.18  0.000
C -3.42 2.37 1.65  0.000
C -4.89 2.36 1.87  0.000
N -3.06 0.61 -1.49  0.001
N -1.77 0.90 -1.87  -0.008
C -1.81 1.26 -3.14  -0.001
C -0.57 1.68 -3.86  0.002
C -3.12 1.21 -3.61  0.000
C -3.88 0.80 -2.53  0.000
C -5.35 0.55 -2.46  0.000
H 0.28 -3.35 2.21  0.000
H 0.89 -2.07 1.13  0.100
H 0.42 -3.63 0.47  0.000
H -2.57 -4.04 1.63  0.000
H -5.15 -3.29 1.24  0.000
H -5.30 -2.17 -0.11  0.000
H -5.37 -1.57 1.55  0.000
H -4.58 0.32 0.14  0.000
H 0.89 2.65 1.64  0.009
H 0.24 3.73 2.87  0.001
H 0.27 4.23 1.18  -0.001
H -2.64 4.06 2.84  0.000
H -5.16 3.14 2.58  0.000
H -5.23 1.40 2.26  0.000
H -5.43 2.55 0.93  0.000
H 0.11 2.18 -3.17  0.002
H -0.81 2.37 -4.67  0.000
H -0.06 0.81 -4.29  0.000
H -3.47 1.45 -4.60  0.000
H -5.80 0.79 -3.42  0.000
H -5.83 1.16 -1.70  0.000
H -5.56 -0.50 -2.24  0.000
C 5.53 1.24 3.47  0.036
C 4.64 1.31 2.23  0.084
C 5.48 1.21 0.96  0.018
C 3.87 2.63 2.23  0.024
Sb 3.18 -0.32 2.19  0.261
C 4.25 -2.21 1.77  0.129
C 5.54 -2.24 2.58  0.062
C 4.53 -2.21 0.27  0.007
C 3.37 -3.41 2.11  0.007
C 1.92 -0.33 4.00  0.109
C 1.73 -1.77 4.47  0.014
C 2.58 0.49 5.10  0.026
C 0.59 0.29 3.58  0.060
H 6.33 1.98 3.35  0.009
H 6.01 0.27 3.61  -0.006
H 4.99 1.50 4.38  0.000
H 6.11 2.10 0.89  0.001
H 4.86 1.17 0.06  -0.009
H 6.15 0.35 0.97  0.001
H 4.60 3.45 2.26  0.001
H 3.22 2.75 3.09  0.000
H 3.28 2.76 1.32  -0.004
H 6.25 -1.47 2.28  0.003
H 6.02 -3.21 2.41  0.009
H 5.36 -2.16 3.66  -0.006
H 5.08 -1.33 -0.07  -0.005
H 3.61 -2.28 -0.30  0.002
H 5.14 -3.09 0.04  0.001
H 3.26 -3.56 3.18  -0.003
H 3.86 -4.30 1.70  0.004
H 2.38 -3.35 1.66  0.002
H 2.66 -2.22 4.82  -0.002
H 1.29 -2.41 3.71  0.000
H 1.03 -1.75 5.32  0.005
H 3.54 0.08 5.41  -0.007
H 1.92 0.48 5.97  0.009
H 2.72 1.53 4.82  0.006
H 0.11 -0.24 2.75  -0.032
H 0.69 1.34 3.31  -0.002
H -0.10 0.24 4.44  -0.001
F 0.40 -1.54 -1.50  0.011
Sb -0.32 -2.68 -2.91  0.002
F -0.58 -4.01 -1.60  0.000
F -2.01 -1.95 -2.52  0.000
F -1.00 -3.73 -4.30  0.000
F 0.07 -1.25 -4.09  0.000
F 1.44 -3.32 -3.16  0.000
S 1.80 1.21 -0.53  0.027
C 2.52 0.86 -2.05  0.025
N 2.84 1.84 -2.88  0.027
C 3.33 1.48 -4.21  0.001
C 3.63 -0.03 -4.18  0.000
S 2.93 -0.68 -2.63  0.002
H 2.56 2.78 -2.65  -0.001
H 4.22 2.05 -4.44  0.001
H 2.56 1.71 -4.95  0.000
H 4.69 -0.24 -4.20  0.000
H 3.14 -0.56 -5.00  0.000